{
  "formula": "C78H201N13O29",
  "method": "ωB97M-V/def2-TZVPD",
  "species": ["C", "O", "C", "C", "N", "C", "C", "O", "C", "H", "H", "H", "H", "H", "H", "H", "H", "H", "H", "H", "H", "H", "H", "H", "C", "O", "C", "C", "N", "C", "C", "O", "C", "H", "H", "H", "H", "H", "H", "H", "H", "H", "H", "H", "H", "H", "H", "H", "C", "O", "C", "C", "N", "C", "C", "O", "C", "H", "H", "H", "H", "H", "H", "H", "H", "H", "H", "H", "H", "H", "H", "H", "C", "O", "C", "C", "N", "C", "C", "O", "C", "H", "H", "H", "H", "H", "H", "H", "H", "H", "H", "H", "H", "H", "H", "H", "C", "O", "C", "C", "N", "C", "C", "O", "C", "H", "H", "H", "H", "H", "H", "H", "H", "H", "H", "H", "H", "H", "H", "H", "C", "O", "C", "C", "N", "C", "C", "O", "C", "H", "H", "H", "H", "H", "H", "H", "H", "H", "H", "H", "H", "H", "H", "H", "C", "O", "C", "C", "N", "C", "C", "O", "C", "H", "H", "H", "H", "H", "H", "H", "H", "H", "H", "H", "H", "H", "H", "H", "C", "O", "C", "C", "N", "C", "C", "O", "C", "H", "H", "H", "H", "H", "H", "H", "H", "H", "H", "H", "H", "H", "H", "H", "C", "O", "C", "C", "N", "C", "C", "O", "C", "H", "H", "H", "H", "H", "H", "H", "H", "H", "H", "H", "H", "H", "H", "H", "C", "O", "C", "C", "N", "C", "C", "O", "C", "H", "H", "H", "H", "H", "H", "H", "H", "H", "H", "H", "H", "H", "H", "H", "C", "O", "C", "C", "N", "C", "C", "O", "C", "H", "H", "H", "H", "H", "H", "H", "H", "H", "H", "H", "H", "H", "H", "H", "C", "O", "C", "C", "N", "C", "C", "O", "C", "H", "H", "H", "H", "H", "H", "H", "H", "H", "H", "H", "H", "H", "H", "H", "C", "O", "C", "C", "N", "C", "C", "O", "C", "H", "H", "H", "H", "H", "H", "H", "H", "H", "H", "H", "H", "H", "H", "H", "O", "H", "H", "O", "H", "H", "O", "H", "H"],
  "coordinates": [[-2.393, -2.741, 0.289], [-3.347, -2.328, 1.225], [-3.916, -1.073, 0.870], [-5.016, -0.753, 1.874], [-4.405, -0.370, 3.151], [-5.363, -0.035, 4.170], [-4.732, 0.377, 5.497], [-5.806, 0.912, 6.327], [-5.349, 1.193, 7.624], [-2.913, -3.112, -0.543], [-1.812, -3.516, 0.726], [-1.692, -1.949, -0.019], [-4.226, -1.106, -0.185], [-3.249, -0.284, 0.968], [-5.651, -1.636, 1.941], [-5.552, 0.095, 1.500], [-3.787, -1.141, 3.470], [-6.045, -0.862, 4.495], [-5.969, 0.768, 3.801], [-3.954, 1.194, 5.491], [-4.158, -0.450, 5.917], [-4.815, 0.381, 8.143], [-6.214, 1.394, 8.258], [-4.736, 2.133, 7.618], [-3.680, 8.320, 0.402], [-3.149, 8.673, -0.909], [-2.185, 7.763, -1.417], [-2.714, 6.416, -2.001], [-3.284, 5.602, -0.893], [-2.496, 4.477, -0.502], [-3.244, 3.728, 0.539], [-4.503, 3.331, -0.049], [-5.284, 2.707, 0.927], [-4.122, 9.252, 0.838], [-2.964, 7.904, 1.143], [-4.471, 7.521, 0.284], [-1.455, 7.676, -0.591], [-1.752, 8.292, -2.232], [-1.892, 5.909, -2.566], [-3.499, 6.621, -2.771], [-4.228, 5.223, -1.117], [-1.458, 4.734, -0.257], [-2.305, 3.823, -1.369], [-3.312, 4.378, 1.427], [-2.774, 2.836, 0.924], [-5.594, 3.425, 1.662], [-4.694, 1.945, 1.431], [-6.022, 2.188, 0.417], [8.305, -3.347, 0.438], [7.223, -3.703, -0.447], [6.203, -4.334, 0.390], [5.080, -4.740, -0.503], [4.235, -3.715, -1.160], [3.374, -4.295, -2.213], [2.775, -3.140, -3.090], [3.726, -2.185, -3.553], [4.472, -2.653, -4.691], [7.938, -2.642, 1.171], [9.056, -2.936, -0.280], [8.711, -4.254, 0.827], [5.835, -3.599, 1.110], [6.637, -5.142, 0.941], [4.420, -5.292, 0.162], [5.509, -5.405, -1.277], [4.886, -3.106, -1.683], [2.633, -4.964, -1.733], [3.956, -4.958, -2.888], [2.119, -2.549, -2.420], [2.155, -3.597, -3.889], [4.935, -1.755, -5.159], [3.806, -3.165, -5.390], [5.291, -3.300, -4.408], [-5.096, -2.602, -2.963], [-6.368, -2.858, -2.429], [-6.401, -2.679, -1.026], [-7.703, -3.396, -0.633], [-7.606, -4.791, -1.005], [-8.731, -5.676, -0.658], [-8.475, -6.310, 0.695], [-8.618, -5.323, 1.672], [-7.753, -5.533, 2.773], [-5.095, -2.802, -4.055], [-4.480, -3.335, -2.480], [-4.818, -1.625, -2.769], [-6.522, -1.554, -0.833], [-5.408, -3.123, -0.644], [-8.463, -2.861, -1.257], [-7.982, -3.271, 0.451], [-7.630, -4.821, -2.030], [-8.673, -6.557, -1.350], [-9.776, -5.306, -0.768], [-7.457, -6.795, 0.692], [-9.217, -7.161, 0.851], [-7.692, -6.626, 3.003], [-8.184, -5.054, 3.681], [-6.786, -5.171, 2.496], [-3.772, -5.914, 1.286], [-3.186, -5.114, 2.267], [-4.062, -4.608, 3.307], [-3.363, -3.982, 4.457], [-2.546, -2.781, 4.200], [-1.538, -2.390, 5.181], [-1.117, -0.938, 5.118], [-0.722, -0.645, 3.735], [-0.879, 0.677, 3.379], [-4.805, -5.656, 1.218], [-3.856, -7.031, 1.488], [-3.274, -5.725, 0.344], [-4.780, -5.348, 3.637], [-4.789, -3.938, 2.879], [-2.769, -4.747, 4.884], [-4.144, -3.710, 5.223], [-2.297, -2.455, 3.251], [-0.705, -3.081, 5.120], [-1.971, -2.546, 6.107], [-0.273, -0.738, 5.781], [-1.998, -0.306, 5.314], [-0.422, 1.374, 4.092], [-1.859, 1.012, 3.245], [-0.246, 0.967, 2.496], [3.947, -0.916, 1.702], [4.763, -0.112, 2.468], [6.128, -0.519, 2.450], [6.863, 0.243, 3.545], [6.510, -0.316, 4.864], [6.771, 0.758, 5.792], [6.369, 0.401, 7.235], [4.999, 0.247, 7.197], [4.390, -0.087, 8.426], [4.165, -0.875, 0.644], [2.967, -0.511, 2.009], [4.027, -1.999, 2.103], [6.587, -0.379, 1.466], [6.230, -1.580, 2.661], [6.730, 1.284, 3.483], [7.916, -0.033, 3.467], [5.476, -0.369, 4.924], [6.254, 1.751, 5.524], [7.894, 0.921, 5.820], [6.792, 1.158, 7.909], [6.777, -0.576, 7.421], [4.928, -0.952, 8.875], [3.369, -0.363, 8.141], [4.478, 0.789, 9.067], [-3.909, 3.773, -7.083], [-4.386, 3.168, -5.981], [-4.680, 4.027, -4.856], [-5.186, 3.246, -3.630], [-6.254, 2.243, -3.838], [-6.355, 1.432, -2.596], [-7.479, 1.788, -1.606], [-7.295, 0.847, -0.548], [-8.512, 0.689, 0.217], [-3.547, 3.024, -7.805], [-3.128, 4.491, -6.878], [-4.754, 4.244, -7.559], [-5.437, 4.754, -5.264], [-3.777, 4.617, -4.606], [-5.551, 4.034, -2.977], [-4.339, 2.703, -3.177], [-5.918, 1.696, -4.600], [-5.432, 1.417, -2.059], [-6.583, 0.388, -2.772], [-8.434, 1.700, -2.132], [-7.353, 2.825, -1.322], [-8.279, 0.441, 1.237], [-9.152, -0.158, -0.202], [-9.073, 1.604, 0.110], [-2.802, 9.078, -6.674], [-1.765, 8.570, -5.857], [-1.894, 7.166, -5.697], [-0.645, 6.645, -4.973], [-0.766, 5.182, -4.858], [-0.235, 4.519, -6.090], [-0.714, 3.068, -6.021], [-0.470, 2.466, -7.296], [-0.517, 1.033, -7.256], [-2.777, 10.137, -6.532], [-3.769, 8.766, -6.279], [-2.718, 8.766, -7.748], [-2.100, 6.607, -6.622], [-2.834, 6.979, -5.090], [-0.681, 7.096, -3.990], [0.196, 7.017, -5.550], [-0.264, 4.822, -4.080], [0.828, 4.773, -6.170], [-0.728, 4.975, -7.004], [-1.798, 3.074, -5.865], [-0.256, 2.496, -5.250], [0.072, 0.698, -8.088], [-1.505, 0.594, -7.289], [-0.099, 0.721, -6.284], [5.171, 5.772, -3.482], [4.376, 5.890, -2.368], [3.085, 6.314, -2.664], [2.412, 6.719, -1.336], [2.244, 5.581, -0.429], [1.650, 5.886, 0.882], [1.619, 4.615, 1.744], [2.955, 4.166, 2.002], [3.191, 2.783, 2.368], [5.351, 6.799, -3.842], [4.629, 5.218, -4.298], [6.081, 5.222, -3.220], [2.509, 5.577, -3.270], [3.215, 7.222, -3.364], [1.385, 7.099, -1.540], [2.998, 7.518, -0.858], [3.208, 5.321, -0.185], [0.630, 6.192, 0.627], [2.190, 6.628, 1.445], [0.903, 3.939, 1.250], [1.068, 4.944, 2.675], [2.595, 2.110, 1.713], [2.883, 2.702, 3.419], [4.271, 2.634, 2.279], [0.825, -1.789, 1.033], [0.856, -0.442, 0.667], [1.529, -0.242, -0.562], [1.198, 1.207, -0.964], [-0.263, 1.494, -1.068], [-0.897, 0.735, -2.137], [-2.283, 1.179, -2.395], [-3.159, 0.183, -2.991], [-2.811, 0.002, -4.365], [-0.015, -1.967, 1.701], [1.724, -2.102, 1.549], [0.743, -2.413, 0.130], [1.187, -0.944, -1.317], [2.653, -0.305, -0.527], [1.762, 1.490, -1.840], [1.670, 1.856, -0.141], [-0.689, 1.369, -0.171], [-0.906, -0.317, -1.921], [-0.287, 0.876, -3.014], [-2.321, 2.135, -3.017], [-2.759, 1.363, -1.406], [-3.198, -0.985, -4.659], [-1.729, -0.040, -4.437], [-3.196, 0.777, -5.025], [2.112, -0.185, 5.540], [2.149, -1.465, 6.198], [2.224, -2.530, 5.306], [3.615, -2.988, 5.121], [4.203, -3.211, 6.394], [5.673, -3.385, 6.414], [6.013, -4.859, 6.295], [5.455, -5.471, 5.136], [6.030, -5.084, 3.912], [3.064, 0.273, 5.357], [1.602, 0.539, 6.206], [1.536, -0.240, 4.600], [1.762, -2.342, 4.283], [1.589, -3.320, 5.744], [4.122, -2.219, 4.569], [3.566, -3.864, 4.465], [3.878, -2.468, 6.977], [6.058, -3.035, 7.360], [6.175, -2.797, 5.682], [5.580, -5.340, 7.153], [7.130, -4.889, 6.282], [6.388, -5.948, 3.248], [6.973, -4.507, 4.037], [5.375, -4.448, 3.253], [0.332, -4.646, 2.913], [0.564, -4.554, 1.474], [1.728, -5.262, 1.097], [1.470, -6.335, 0.046], [0.772, -5.826, -1.155], [0.297, -6.939, -1.966], [-0.077, -6.427, -3.328], [0.990, -6.004, -4.123], [0.535, -5.538, -5.383], [0.074, -5.633, 3.255], [-0.560, -4.030, 3.095], [1.215, -4.350, 3.424], [2.220, -5.846, 1.879], [2.423, -4.486, 0.675], [0.929, -7.115, 0.551], [2.374, -6.782, -0.366], [-0.035, -5.324, -0.840], [-0.434, -7.565, -1.483], [1.161, -7.589, -2.108], [-0.713, -5.538, -3.257], [-0.622, -7.209, -3.859], [0.110, -6.347, -5.944], [1.280, -4.993, -5.920], [-0.314, -4.813, -5.234], [8.485, -0.163, -1.730], [7.289, 0.172, -2.459], [5.976, -0.132, -1.856], [5.026, 0.585, -2.787], [5.065, 1.975, -2.554], [4.437, 2.489, -1.285], [5.470, 3.278, -0.468], [6.359, 2.387, 0.137], [7.566, 3.111, 0.498], [8.572, -1.268, -1.600], [8.426, 0.302, -0.745], [9.372, 0.242, -2.229], [5.957, 0.265, -0.917], [5.983, -1.270, -1.813], [3.966, 0.297, -2.553], [5.277, 0.305, -3.837], [6.017, 2.262, -2.787], [4.031, 1.640, -0.619], [3.525, 3.115, -1.495], [4.985, 3.924, 0.302], [6.055, 3.958, -1.128], [7.958, 3.482, -0.482], [8.288, 2.495, 0.927], [7.268, 3.938, 1.164], [1.571, 0.065, -4.643], [2.314, -0.546, -4.370], [1.985, 0.813, -5.084], [0.565, 4.214, -2.435], [1.227, 4.557, -1.795], [0.268, 3.445, -1.963], [-0.553, -2.671, -3.825], [-1.368, -2.887, -3.288], [-0.672, -1.823, -4.238]],
  "forces_ev_per_angstrom": [[0.61, 0.80, 0.55], [0.02, 0.83, 0.55], [-1.51, -1.31, 0.06], [0.94, -0.47, -0.03], [0.72, -0.86, -0.09], [0.01, -0.55, 1.04], [0.24, 2.01, 0.25], [1.02, -1.56, -0.33], [0.03, 1.07, 0.55], [-0.57, -0.59, -1.68], [0.48, -0.80, 0.42], [-0.28, 0.09, 0.08], [-0.36, 0.04, 0.26], [1.95, 1.43, 0.09], [-0.48, -0.09, 0.13], [-0.69, 0.34, -0.25], [-0.54, 0.57, -0.12], [0.17, 0.25, -0.60], [-0.51, 0.56, -0.12], [-0.62, -0.47, -0.78], [-0.56, -0.49, 0.53], [0.14, 0.02, -0.55], [-0.14, 0.09, -0.19], [-0.15, -0.80, 0.08], [-1.08, -0.10, -0.47], [-0.65, -0.58, 1.29], [-0.51, -0.42, 0.35], [-0.30, 0.39, 0.75], [-0.99, 0.48, -1.00], [1.08, -0.83, -1.39], [-0.40, 0.05, 0.18], [1.37, 0.82, 0.38], [1.50, 0.03, 0.43], [0.35, -0.77, -0.52], [0.15, 0.32, -0.75], [0.72, 0.98, 0.20], [0.13, -0.71, -0.53], [0.70, 0.55, -0.70], [-0.46, 0.11, 0.62], [0.46, 0.06, 0.70], [1.05, 0.61, 0.04], [-0.28, 0.33, 0.66], [-0.22, -0.27, -0.02], [-0.80, 0.04, -0.15], [0.59, -0.57, -0.18], [-0.64, 0.35, 0.49], [0.27, -0.14, 0.37], [-1.78, -0.56, -0.53], [-0.11, 0.33, -2.93], [-0.47, -0.46, 1.73], [0.17, 2.39, -1.63], [-0.84, -0.83, -0.65], [1.36, 0.51, -0.36], [0.66, 0.05, -0.32], [-0.81, -0.65, 1.75], [0.10, -0.70, -0.81], [-0.01, 1.15, 0.17], [0.32, 0.22, 0.38], [-0.34, 0.10, 1.07], [0.37, -0.54, 0.85], [0.06, 0.21, 0.17], [0.19, -0.86, 0.16], [-0.24, -0.57, -0.18], [-0.22, -0.17, 0.28], [-0.40, -0.10, 0.58], [-0.02, 0.90, -0.65], [0.04, 0.14, 0.15], [0.15, -0.35, -0.47], [0.41, 0.41, 0.20], [-0.45, -0.58, 0.18], [0.08, 0.05, -0.08], [0.13, -0.40, 0.21], [-1.14, -2.03, -0.96], [-0.66, 0.13, -0.76], [0.14, 0.53, -0.01], [-0.14, 0.99, 0.61], [-1.02, -0.71, -1.04], [0.51, -1.47, -0.20], [-0.65, -1.20, -0.53], [0.03, 0.05, 0.76], [-1.25, -1.03, 0.65], [-0.19, 0.15, 0.62], [1.26, -0.22, 0.12], [0.98, 2.09, 0.39], [0.52, -1.41, 0.21], [-1.60, 0.61, 0.22], [0.14, -0.27, 0.58], [0.45, -0.20, -1.07], [0.67, 0.33, 0.46], [-0.05, 0.78, 0.25], [0.65, 0.32, 0.28], [-0.73, 0.71, 0.03], [0.63, 0.85, 0.05], [0.08, 0.69, -0.10], [0.46, 0.00, -0.74], [0.81, 0.34, 0.22], [-0.80, -1.05, 0.51], [0.54, 0.34, 1.71], [-0.65, -0.19, -1.85], [0.21, 1.50, 0.40], [-0.18, 1.19, -0.85], [-0.03, -0.59, -1.78], [-0.52, 0.18, -1.89], [-0.02, -1.28, 0.88], [2.82, 1.83, -0.44], [-1.01, 0.53, -0.63], [0.83, 1.05, 0.14], [0.13, -0.10, -0.20], [0.41, -1.01, 0.62], [0.09, 1.02, -0.73], [0.94, -0.89, 0.76], [0.50, -0.32, -0.63], [-0.49, -1.04, 0.60], [0.73, 0.02, 0.07], [-0.81, -0.27, 2.30], [-0.27, 0.06, 0.11], [0.38, -0.08, 0.30], [-0.09, -0.13, 0.69], [-1.95, 0.11, -0.35], [-0.78, -1.01, 0.25], [-1.02, -1.35, 1.87], [1.95, 0.47, 0.51], [0.01, 0.77, 0.23], [0.38, -3.17, -0.27], [-1.74, 1.29, -0.06], [1.44, 1.27, 1.60], [0.76, 0.02, -1.84], [-1.12, 0.40, -0.08], [0.54, -0.37, -0.58], [0.00, -0.09, -0.35], [-0.01, -0.56, -0.97], [-0.23, 1.22, -0.89], [-0.12, 0.36, -0.13], [-0.27, -0.47, 0.22], [-0.28, 1.48, -0.24], [0.26, 0.51, -0.41], [0.58, -0.43, -0.42], [0.70, -1.21, 0.21], [-1.13, 0.14, -0.16], [-0.49, -0.04, 0.25], [0.75, -0.55, 0.57], [-0.42, 0.35, -0.01], [0.11, 0.13, 0.61], [-0.41, -0.13, 0.46], [0.02, 0.40, -1.95], [-0.31, -1.99, 3.44], [-0.73, 0.21, -1.51], [0.40, 0.00, -0.68], [0.08, 0.79, 1.17], [-1.07, -0.25, -0.58], [1.11, -0.22, -1.35], [-1.30, 0.23, 0.23], [-0.12, -1.03, -1.59], [0.10, 0.14, 0.42], [0.39, 0.38, 0.03], [-0.25, 0.86, -0.66], [0.31, -0.44, 0.70], [-0.20, -0.31, 0.14], [0.09, -0.08, 0.50], [-0.02, 0.61, 0.07], [-0.06, -0.79, -0.50], [0.88, 0.16, 0.52], [0.16, -0.36, -0.79], [-0.11, -0.24, 0.29], [-0.15, 0.39, 0.74], [0.21, 0.10, 0.44], [0.82, 0.94, 0.35], [-0.37, 0.27, 0.48], [0.09, -0.45, 0.03], [-0.06, -0.67, -0.76], [-0.94, -0.05, 1.12], [-1.71, -0.53, -0.27], [-0.08, 0.71, -1.98], [-1.64, 0.90, 0.34], [-0.22, 0.67, -1.92], [-0.02, -0.61, 0.19], [0.44, 1.04, 1.14], [0.13, 0.76, -0.43], [-0.26, -0.30, -0.08], [0.05, 0.31, 0.82], [0.41, 0.41, -0.25], [0.92, 0.02, -0.24], [0.43, 0.10, 0.28], [0.62, -0.10, 0.07], [0.53, -0.11, 0.86], [0.18, -0.84, -0.19], [0.49, -0.46, 1.00], [0.11, 0.11, 0.36], [0.63, -0.47, 0.91], [0.27, -0.39, -0.29], [-0.64, 0.20, -0.27], [0.21, -0.29, -0.50], [-0.20, -0.16, -1.52], [-0.24, -0.93, 1.61], [-0.36, 1.64, -0.79], [-1.02, 0.27, -0.39], [1.67, -0.32, 0.30], [-0.20, -1.09, -0.97], [-0.90, 0.88, 0.69], [-0.63, 0.01, -0.76], [-0.94, 1.17, 0.00], [0.51, -0.32, -0.27], [0.56, 0.28, 0.55], [-0.12, 0.34, -0.12], [0.30, 0.11, 0.60], [-0.62, -0.79, 1.03], [0.65, 0.02, -0.07], [-0.08, 0.00, -0.22], [-0.34, -0.46, -0.37], [-0.06, 0.19, 0.69], [0.20, 0.78, 0.06], [0.78, -0.66, -0.01], [0.78, -0.55, -0.38], [0.52, 0.18, 0.45], [0.07, -0.52, -0.17], [-0.32, -0.21, -0.11], [-0.28, -0.85, -0.24], [0.48, 0.32, -0.39], [0.40, 1.51, -0.20], [0.00, 0.29, 1.85], [1.65, 0.81, -0.87], [0.99, -0.10, 0.13], [-2.39, 1.04, 0.26], [0.99, 0.77, -0.29], [-0.14, -0.95, 0.61], [-0.04, 0.11, -0.07], [0.36, -0.08, 0.14], [-0.16, -0.03, 0.28], [-0.17, -0.30, -0.12], [-0.95, -0.27, 0.29], [-0.28, 0.01, -0.67], [-1.00, -0.67, -0.99], [-0.30, -0.34, 0.39], [-0.09, -0.91, 0.10], [0.43, -0.05, -0.40], [0.08, -1.03, 0.77], [0.12, 0.24, -0.62], [-0.03, 0.38, -0.08], [0.32, 0.10, -0.37], [-0.13, 0.26, 0.04], [-1.08, 0.26, 0.46], [-0.41, 1.88, -0.37], [-1.84, -0.97, -1.09], [-0.05, -0.49, -0.69], [1.10, -0.86, 0.41], [-1.66, -0.49, 0.35], [0.77, 1.04, -0.66], [0.22, -0.19, -0.34], [1.21, 0.10, -1.51], [0.97, -0.23, -0.19], [0.05, -0.50, -0.14], [0.25, -0.08, 0.31], [0.40, 0.32, 1.12], [0.38, 0.00, -0.03], [0.68, 0.69, -0.65], [0.27, -0.18, 0.26], [0.21, 0.45, 0.52], [0.09, 0.06, 0.54], [0.35, 0.57, -0.97], [0.01, -0.59, 0.21], [-0.57, -0.58, 0.08], [-0.89, 0.61, 1.18], [-0.50, -0.07, 0.23], [0.21, -0.54, 0.84], [-1.23, 0.43, -1.69], [-0.20, -1.19, 1.48], [1.21, 0.52, -1.57], [-0.59, 0.93, -0.93], [-0.10, -0.69, 1.09], [1.95, 0.66, -0.57], [-1.23, 0.21, -0.49], [1.31, 0.03, -0.25], [-1.82, 0.79, 1.26], [-0.06, -0.79, -0.21], [0.57, 0.07, 0.14], [0.69, 0.64, 0.61], [-0.06, 0.59, 0.59], [-0.24, -0.67, 0.42], [-0.60, -0.72, 0.16], [0.48, 0.05, 0.51], [-0.46, 0.56, 0.24], [-0.84, -0.10, 0.06], [0.16, -0.22, -0.10], [-0.55, -0.16, 0.36], [-0.30, -0.16, -0.13], [0.05, -0.64, -0.63], [0.84, -0.05, -0.17], [0.68, -0.43, -0.02], [-1.36, -0.41, 0.19], [0.50, 0.25, 0.04], [2.53, -2.73, -3.03], [-1.78, -1.73, 0.51], [-0.23, 1.64, -0.05], [0.17, -0.48, -0.03], [-0.75, 0.59, -0.37], [1.34, -0.15, 0.82], [-2.16, 0.99, -1.97], [0.02, 0.69, -0.17], [0.11, -0.04, 0.30], [-0.42, -0.14, -0.23], [-0.21, 1.07, 2.74], [-0.73, 1.23, -0.06], [0.86, -0.37, -0.47], [-0.31, 0.34, 0.70], [-0.40, 0.57, 0.87], [0.83, 0.90, -0.99], [1.00, -0.34, -0.02], [0.10, -0.33, -0.37], [-0.53, -0.22, 0.07], [0.08, 0.18, 0.89], [0.86, -1.27, 0.88], [0.45, -0.11, -0.19], [0.87, -1.03, 0.50], [-0.94, 0.89, -0.33], [0.18, -0.01, 0.03], [0.78, 0.70, 0.13], [-0.10, 0.21, -0.14], [-0.80, -1.15, 0.37], [-0.97, -1.33, 1.23], [1.30, 0.74, -1.03], [-0.30, 0.64, -0.12]],
  "mulliken_charge": [-1.17, 1.53, 0.54, -1.90, 1.53, -0.77, -0.36, -0.41, -0.72, 0.11, 0.02, -0.35, -0.32, 0.04, 0.28, 0.39, -0.85, 0.23, 0.42, 0.26, 0.23, 0.28, 0.30, 0.27, -0.47, -0.51, -0.52, 0.41, 0.12, 1.26, -0.47, -0.07, 0.52, 0.26, 0.20, 0.16, 0.18, 0.30, -0.46, 0.30, 0.23, -0.64, -0.65, 0.53, -0.07, 0.29, 0.05, -0.75, -0.67, -0.40, 0.38, -0.87, 0.79, -0.61, 0.51, 0.77, -1.18, 0.12, 0.25, 0.40, -0.55, 0.65, 0.25, 0.40, -0.48, -0.20, 0.33, -0.88, 0.40, 0.26, 0.29, 0.29, -0.43, -0.60, 2.35, -1.54, -0.15, -0.84, -0.37, -0.34, -0.69, 0.38, 0.38, -0.10, -0.60, -0.78, 0.41, 0.44, 0.22, 0.41, 0.34, 0.24, 0.33, 0.38, 0.34, 0.14, -0.50, -0.15, 0.44, -1.86, 1.88, -1.96, -0.25, 0.80, -0.69, -0.02, 0.27, 0.21, 0.79, -0.40, 0.53, 0.32, -0.84, 0.16, 0.92, 0.52, 0.14, 0.49, 0.09, -0.51, 0.45, 0.71, 0.46, -1.64, 0.11, -0.47, -0.77, -0.04, -0.77, -0.66, 0.48, -0.64, -0.25, -0.05, 0.49, 0.43, -0.30, 0.30, 0.40, 0.42, 0.27, 0.34, 0.09, 0.32, -0.81, -0.34, -0.10, 0.51, -0.50, 0.33, -1.11, 0.10, -0.95, 0.21, 0.24, 0.40, 0.52, -0.09, 0.24, -0.82, 0.45, -0.47, 0.54, 0.46, 0.26, 0.23, 0.16, 0.45, -0.73, -0.46, -0.15, -0.49, 1.66, -1.30, 1.46, -0.53, -0.28, 0.32, 0.28, 0.24, 0.49, 0.01, -0.19, 0.41, -0.88, 0.39, 0.39, -0.54, -0.22, 0.36, 0.20, -0.12, -0.84, -0.26, -0.15, -0.62, 0.00, -0.78, -0.04, -0.47, 0.15, 0.39, 0.31, 0.21, 0.03, 0.52, 0.17, 0.49, -0.15, 0.17, 0.45, -0.25, 0.41, -0.08, 0.54, -0.23, 0.25, 1.22, 1.30, -1.19, 1.48, 0.03, 0.88, 0.48, -0.02, -0.61, -0.84, 0.53, -0.05, -0.80, 0.65, -1.39, -0.19, 0.02, -0.35, -0.43, -0.57, 0.19, -0.63, 0.12, -0.39, -0.43, -0.29, 0.89, -0.28, 0.11, -1.15, -0.39, -0.22, 0.19, 0.49, -0.26, -0.13, 0.20, -0.41, 0.00, 0.35, 0.53, -0.10, 0.47, 0.42, 0.24, 0.28, -0.10, 0.11, 0.21, 0.17, -1.67, 0.77, -1.11, -0.24, -0.29, -0.71, 0.50, -0.40, -0.22, 0.46, -0.33, 0.64, 0.53, -0.47, 0.48, 0.43, 0.00, 0.42, 0.43, 0.23, 0.18, -0.45, -0.53, 2.11, -0.49, 0.14, 2.79, -1.58, 0.70, -1.27, 0.08, 0.08, 0.34, -1.15, 0.02, -0.57, 0.19, 0.43, -1.52, -0.89, 0.16, 0.47, 0.33, 0.38, 0.35, -0.55, -0.05, 0.30, 0.61, -0.22, -0.58, -0.32, 0.15, 0.18],
  "gap_ev": 8.7141,
  "total_energy_ha": -5985.50529,
  "total_charge": 0,
  "relative_energy_kj_mol": 13.4
}